1.
# C22H56N2O12P3

A cluster of 4 separate species, C22H56N2O12P3 in total (wB97M-V/def2-TZVPD, OMol25).

Values from the calculation:
Total energy   -2908.09447 Eh
E_HOMO   -1.3944 eV

Structure (ORCA input):
```
! RIJCOSX wB97M-V def2-TZVPD def2/J DEFGRID3
* xyz -1 1
C -0.6208 1.0922 -2.5963
C -0.2403 2.6216 -2.5887
C -1.3281 3.5635 -1.9199
C -2.6385 3.7363 -2.7783
N -3.6109 2.6375 -2.6607
N -3.7431 2.1803 -1.3733
H -1.4936 0.8689 -3.2764
H -0.7386 0.6442 -1.5724
H 0.2576 0.5444 -3.0626
H -0.0161 3.0133 -3.6280
H 0.7369 2.7103 -2.0208
H -1.4996 3.2557 -0.8581
H -0.8448 4.5918 -1.8706
H -3.1844 4.7087 -2.5758
H -2.3222 3.7794 -3.8677
H -3.4535 1.8906 -3.3470
H -4.4115 1.4006 -1.3410
O 1.3960 -0.4269 0.1436
P 2.2565 -0.4359 1.4132
O 2.8926 1.0909 1.2636
C 2.0389 2.1990 1.5228
C 1.8170 2.4023 3.0095
O 3.4966 -1.3240 0.7491
C 3.2062 -2.3907 -0.1499
C 3.5638 -1.9783 -1.5646
O 2.9951 -0.6078 2.9491
C 4.3703 -0.8924 3.1711
C 5.3184 0.2118 2.7486
H 1.0832 2.0656 1.0055
H 2.5237 3.0819 1.0992
H 1.2650 1.5606 3.4368
H 1.2474 3.3162 3.1934
H 2.7690 2.4663 3.5408
H 2.1605 -2.6965 -0.0782
H 3.8162 -3.2493 0.1483
H 3.0633 -1.0528 -1.8508
H 3.2915 -2.7581 -2.2809
H 4.6379 -1.7909 -1.6451
H 4.6460 -1.8503 2.7268
H 4.4694 -1.0278 4.2534
H 5.3617 0.3092 1.6633
H 6.3300 -0.0044 3.1032
H 5.0038 1.1745 3.1546
O -1.0368 4.1685 4.7336
P -2.4491 4.7044 4.9974
O -2.3960 4.5892 6.6564
C -1.6214 5.5412 7.3682
C -2.3304 6.8816 7.4536
O -3.1898 3.2644 4.6364
C -2.7198 2.4897 3.5314
C -1.9343 1.2913 4.0220
O -3.9878 5.4525 5.1035
C -5.2150 4.7759 5.3485
C -5.3307 4.1590 6.7281
H -0.6373 5.6520 6.9016
H -1.4671 5.1428 8.3739
H -2.4296 7.3341 6.4633
H -1.7756 7.5726 8.0933
H -3.3387 6.7616 7.8541
H -2.1147 3.0932 2.8527
H -3.6002 2.1585 2.9736
H -1.1182 1.5969 4.6776
H -1.5194 0.7312 3.1800
H -2.5733 0.6239 4.6064
H -5.4198 4.0460 4.5640
H -5.9937 5.5402 5.2533
H -4.6656 3.3023 6.8409
H -6.3528 3.8107 6.9003
H -5.0725 4.8823 7.5036
O 2.4372 -4.2756 -4.7257
P 1.1653 -4.6829 -5.4847
O 0.6811 -5.7623 -4.3182
C 0.1302 -5.2444 -3.1140
C -1.2989 -4.7730 -3.3147
O 1.9588 -5.7308 -6.5065
C 3.2083 -5.3625 -7.0804
C 4.3262 -6.1407 -6.4132
O -0.2954 -5.0655 -6.2937
C -0.5343 -6.2515 -7.0419
C -0.5652 -7.5221 -6.2163
H 0.7560 -4.4320 -2.7312
H 0.1507 -6.0518 -2.3781
H -1.3352 -3.9153 -3.9919
H -1.7459 -4.4779 -2.3628
H -1.9076 -5.5613 -3.7619
H 3.3766 -4.2863 -7.0093
H 3.1694 -5.6149 -8.1448
H 4.3152 -6.0046 -5.3317
H 5.3016 -5.8289 -6.7955
H 4.2052 -7.2113 -6.5973
H 0.1636 -6.3320 -7.8768
H -1.5229 -6.1174 -7.4935
H 0.4259 -7.7814 -5.8426
H -0.9196 -8.3583 -6.8254
H -1.2253 -7.4131 -5.3544
*
```

Atom charges from the Mulliken analysis, given in e for atoms 1 to 4: -0.68 -0.44 -0.27 -0.77


2.
# C22H57CaN2O10

A structure of composition C22H57CaN2O10 (wB97M-V/def2-TZVPD, OMol25).

Values from the calculation:
Total energy   -2411.81646 Eh
E_HOMO   -11.6094 eV

Structure (ORCA input):
```
! RIJCOSX wB97M-V def2-TZVPD def2/J DEFGRID3
* xyz 1 1
Ca -0.3738 0.0331 -0.0876
C 1.5314 1.1576 3.6184
C 0.9340 0.7219 2.2623
O 1.3826 1.1911 1.2410
O 0.0216 -0.0865 2.2623
H 1.3071 0.5789 4.5144
H 1.2038 2.1448 3.9443
H 2.6200 1.1861 3.5700
C -2.3282 0.1630 -5.8457
O -1.2637 0.0294 -4.8799
H -2.0378 0.9266 -6.5673
H -2.5701 -0.7342 -6.4154
H -3.2180 0.5470 -5.3467
H -0.4681 0.0601 -5.4162
C -0.5269 3.5835 0.4862
O -1.2793 2.4251 0.0173
H -1.0755 4.5232 0.4211
H -0.1568 3.5116 1.5090
H 0.3885 3.6349 -0.1033
H -2.1579 2.8007 -0.0750
C 0.8457 -4.0621 -3.0698
O 0.0334 -3.1004 -2.4602
C -1.2300 -2.9015 -3.1559
C -2.1729 -2.0759 -2.2542
N -1.7111 -0.6772 -2.0493
C -2.8841 0.2135 -1.7903
C -3.5656 0.0011 -0.3883
O -2.6050 0.1313 0.6694
C -3.1905 0.5657 1.9264
H 1.1158 -3.9602 -4.1209
H 0.3885 -5.0443 -2.9508
H 1.8080 -4.1810 -2.5718
H -1.6955 -3.8816 -3.2601
H -1.0665 -2.4382 -4.1289
H -2.2284 -2.6535 -1.3315
H -3.1790 -2.0810 -2.6736
H -1.3153 -0.4669 -2.9544
H -3.6045 0.1616 -2.6067
H -2.5779 1.2539 -1.8987
H -4.0861 -0.9556 -0.4315
H -4.2673 0.8300 -0.2951
H -3.7812 -0.2108 2.4124
H -3.7474 1.5020 1.8921
H -2.3469 0.6330 2.6133
C 0.5345 2.3363 -2.6153
O 0.8237 1.1359 -1.9407
C 1.9100 0.4053 -2.5447
C 2.4267 -0.5869 -1.4820
N 1.3336 -1.3675 -0.9407
C 1.6742 -2.2001 0.1926
C 0.4575 -3.0801 0.5663
O -0.6997 -2.2267 0.6167
C -1.7719 -2.8421 1.2740
H 1.3096 3.0879 -2.4658
H -0.4104 2.7796 -2.3010
H 0.3821 2.1703 -3.6817
H 2.7108 0.9955 -2.9901
H 1.5308 -0.2064 -3.3633
H 3.0483 -0.0243 -0.7854
H 3.0771 -1.3046 -1.9820
H 1.0198 -1.9173 -1.7276
H 1.9013 -1.5845 1.0630
H 2.5611 -2.7864 -0.0475
H 0.6447 -3.4963 1.5562
H 0.4429 -3.9239 -0.1235
H -2.7030 -2.2768 1.2331
H -1.4516 -2.9311 2.3121
H -1.9125 -3.8254 0.8252
C 4.4017 4.3808 1.2225
C 3.5248 4.1580 -0.0610
C 3.9711 5.0096 -1.3014
O 3.4960 2.7804 -0.3229
H 5.4396 4.1458 0.9864
H 3.9665 3.8699 2.0813
H 4.3705 5.4577 1.3879
H 2.5219 4.4882 0.2096
H 3.8921 6.0897 -1.1779
H 3.4045 4.6743 -2.1701
H 5.0122 4.7962 -1.5437
H 3.0148 2.3737 0.4014
C -1.8553 -2.2518 6.4346
C -0.9859 -1.4772 5.4239
C 0.2219 -2.2554 5.0720
O -1.6582 -1.3142 4.1947
H -2.3130 -3.1208 5.9621
H -2.6587 -1.5986 6.7752
H -1.2816 -2.6164 7.2867
H -0.6450 -0.5035 5.7758
H 0.7142 -2.6735 5.9501
H 0.8944 -1.7503 4.3787
H -0.1229 -3.1355 4.5292
H -1.0337 -0.8579 3.6261
*
```

Atom charges from the Mulliken analysis, given in e for atoms 1 to 4: 1.86 -1.68 -0.09 -0.21


3.
# C22H58BMnO12

A structure of composition C22H58BMnO12 (wB97M-V/def2-TZVPD, OMol25).

Values from the calculation:
Total energy   -2951.37348 Eh
E_HOMO (spin up / spin down)   -1.4603 / -1.4599 eV

Structure (ORCA input):
```
! RIJCOSX wB97M-V def2-TZVPD def2/J DEFGRID3
* xyz -1 6
Mn -1.7655 0.7352 -0.4426
O -2.8806 3.9116 -3.8820
C -2.6837 2.6735 -4.4414
C -1.9217 1.5889 -3.6281
O -2.1645 1.5932 -2.2421
H -2.2521 2.7797 -5.4589
H -3.6809 2.2377 -4.6954
H -0.8380 1.7394 -3.7731
H -2.1219 0.5794 -4.0273
B 0.0170 -0.5111 -0.4523
H 1.0245 -1.0747 -0.4317
H -0.4372 -0.4027 -1.4832
H -0.8109 -0.9282 0.2032
H 0.2101 0.5031 0.0346
C 3.1952 0.7195 -2.7876
O 4.0904 -0.3617 -2.5869
C 3.3704 -1.5822 -2.5332
C 4.3942 -2.7217 -2.3905
O 3.8360 -3.9952 -2.6087
C 2.6364 -4.2965 -1.9227
H 2.3988 0.8457 -2.0555
H 2.8163 0.7495 -3.8154
H 3.8418 1.6024 -2.8163
H 2.9079 -1.7848 -3.5052
H 2.6745 -1.5347 -1.6953
H 4.9778 -2.6524 -1.4629
H 5.1789 -2.6047 -3.1400
H 1.8397 -3.6165 -2.2551
H 2.7093 -4.1535 -0.8401
H 2.3824 -5.2953 -2.2682
C -1.2308 -0.1797 2.6537
O -2.2123 0.1426 1.6405
C -3.5418 -0.2754 1.9715
C -4.0253 -1.0526 0.7686
O -3.7133 -0.3051 -0.3827
C -3.9863 -0.9546 -1.6187
H -0.2782 0.1555 2.2581
H -1.2017 -1.2658 2.7664
H -1.5586 0.2986 3.5763
H -4.1094 0.6600 2.0398
H -3.5882 -0.8231 2.9097
H -5.0914 -1.2857 0.8171
H -3.4606 -1.9958 0.7955
H -3.2349 -1.7241 -1.8064
H -4.1573 -0.2775 -2.4487
H -4.9410 -1.4954 -1.5286
C 0.5359 4.0203 -1.2403
O -0.7674 4.3885 -1.5749
C -0.8952 5.7537 -1.9105
C -2.0493 6.4230 -1.1371
O -3.1321 5.5397 -1.0422
C -4.1837 6.1229 -0.3229
H 1.3378 4.2729 -1.9441
H 0.5935 2.9911 -0.8908
H 0.8673 4.5674 -0.3382
H -1.2214 5.7259 -2.9593
H 0.0391 6.3123 -1.8039
H -2.2010 7.3896 -1.6333
H -1.7185 6.6206 -0.1047
H -3.8699 6.9282 0.3522
H -4.6638 5.3772 0.3169
H -4.9647 6.5092 -0.9844
C 4.9972 0.1150 3.2169
O 3.7575 0.5519 2.7388
C 3.8525 1.3950 1.6329
C 2.4882 1.9001 1.1575
O 2.0892 3.0578 1.8918
C 1.8149 2.8437 3.2625
H 5.6761 0.9230 3.5260
H 5.5095 -0.4166 2.4053
H 4.8854 -0.5044 4.1037
H 4.2833 0.8682 0.7642
H 4.4719 2.2836 1.8158
H 1.7737 1.0894 1.3444
H 2.4227 2.1516 0.1036
H 2.6812 2.4182 3.7731
H 0.9519 2.1997 3.4454
H 1.6950 3.8454 3.6732
C -0.3719 -6.3720 4.4874
O -1.5925 -6.4279 3.7412
C -1.4153 -6.6914 2.3683
C -1.2081 -5.4579 1.5291
O 0.1032 -4.9342 1.6955
C 0.2925 -3.7567 0.9069
H -0.6678 -6.3564 5.5359
H 0.1473 -5.4602 4.1849
H 0.2306 -7.2685 4.3141
H -2.3661 -7.1442 2.0693
H -0.6405 -7.4152 2.0867
H -1.8783 -4.6404 1.8400
H -1.4862 -5.6247 0.4793
H 1.3267 -3.4983 1.1341
H -0.4287 -2.9758 1.1400
H 0.2848 -4.0054 -0.1587
*
```

Atom charges from the Mulliken analysis, given in e for atoms 1 to 4: 0.33 -0.82 -0.99 -0.28


4.
# C22H58LiO8Zn

A structure of composition C22H58LiO8Zn (wB97M-V/def2-TZVPD, OMol25).

Values from the calculation:
Total energy   -3261.05790 Eh
E_HOMO   -9.7758 eV

Structure (ORCA input):
```
! RIJCOSX wB97M-V def2-TZVPD def2/J DEFGRID3
* xyz 1 1
Li -2.7423 -0.6255 4.5893
Zn 0.9171 2.2945 5.7946
C 1.1221 0.4501 -0.4072
C 0.9771 -0.6031 0.7626
O 0.8286 -0.1380 2.0975
H 1.3416 0.0663 -1.4035
H 1.8757 1.2021 -0.1733
H 0.1477 0.9367 -0.4493
H 1.8937 -1.1912 0.8081
H 0.1386 -1.2769 0.5871
C 4.0540 -1.1156 8.7289
C 4.5394 0.2455 9.0565
O 3.6423 1.2297 8.5968
H 3.9825 -1.1945 7.6441
H 3.0639 -1.4204 9.0680
H 4.6342 -1.8805 9.2449
H 5.5567 0.2030 8.6673
H 4.6878 0.3342 10.1327
C 7.2669 -3.3997 -0.5006
C 7.7008 -2.2627 -1.3653
C 9.1636 -1.8275 -1.1679
O 7.6260 -2.5186 -2.7483
H 7.0487 -3.1568 0.5394
H 8.1388 -4.0327 -0.3355
H 6.5096 -4.0438 -0.9475
H 7.0417 -1.4532 -1.0515
H 9.2936 -1.6218 -0.1055
H 9.5187 -0.9704 -1.7401
H 9.8541 -2.6489 -1.3592
H 6.7536 -2.8464 -2.9786
C 4.1161 5.2805 -3.6477
C 4.2265 6.0419 -2.2938
C 5.3714 5.7106 -1.3250
O 4.3757 7.4594 -2.3568
H 3.2551 5.6481 -4.2061
H 4.0024 4.2027 -3.5320
H 4.9889 5.4906 -4.2659
H 3.3500 5.8386 -1.6786
H 6.3219 5.5450 -1.8320
H 5.1245 4.7049 -0.9847
H 5.2483 6.3262 -0.4339
H 4.4244 7.8913 -1.5008
C -7.4731 2.8112 1.5858
C -6.6898 1.5604 1.8071
C -6.3070 0.7764 0.4553
O -5.4161 1.8824 2.3043
H -7.9375 3.1405 2.5153
H -8.2100 2.7182 0.7880
H -6.8360 3.6600 1.3376
H -7.2991 0.9209 2.4458
H -5.3808 0.2060 0.5257
H -6.1984 1.4985 -0.3539
H -7.1027 0.0454 0.3123
H -5.5456 2.7417 2.7123
C -2.9009 -6.2586 4.7206
C -3.5854 -5.2020 5.5116
C -2.6108 -4.6329 6.5488
O -3.9036 -4.1084 4.6616
H -3.7151 -6.6099 4.0868
H -2.5817 -7.0436 5.4061
H -2.0368 -5.8854 4.1710
H -4.5123 -5.5009 6.0009
H -1.6950 -4.2562 6.0931
H -2.3301 -5.3377 7.3314
H -3.0227 -3.8364 7.1684
H -4.6167 -4.4290 4.1045
C -6.9657 5.6869 -5.1972
C -5.7016 5.5543 -5.9231
C -4.5176 5.6818 -4.9421
O -5.5999 4.3551 -6.5877
H -7.8423 5.3777 -5.7665
H -7.1992 6.6950 -4.8549
H -7.0772 4.9361 -4.4148
H -5.6913 6.3069 -6.7116
H -4.4140 6.6634 -4.4796
H -3.6169 5.4259 -5.5000
H -4.5027 4.8911 -4.1920
H -6.1474 3.7185 -6.1222
C -0.3158 -3.8552 -5.5373
C 0.1392 -5.0808 -4.8803
C -1.0621 -5.7736 -4.1496
O 0.4751 -6.0185 -5.8667
H -1.2614 -3.7528 -6.0696
H 0.4054 -3.5611 -6.2999
H -0.3293 -3.0510 -4.8016
H 0.9963 -4.9735 -4.2155
H -1.5996 -6.5763 -4.6544
H -1.7632 -5.0755 -3.6920
H -0.6273 -6.4454 -3.4096
H 0.7438 -6.8636 -5.4990
*
```

Atom charges from the Mulliken analysis, given in e for atoms 1 to 4: 0.96 0.16 -0.86 -0.15